Formula: C17H42BBrFN3O3
Source: the OMol25 dataset
Level of theory: wB97M-V/def2-TZVPD

Calculated values
- E_HOMO: -8.91 eV
- SMILES: C=CCB(Br)[C@H](C)F.COC[C@@H](C)N.COC[C@@H](C)N.COC[C@@H](C)N
- Frontier orbital gap: 9.1 eV

Cartesian coordinates (Å):
C1 0.593 -2.337 -1.532
C2 -0.128 -3.176 -0.776
C3 -0.972 -4.311 -1.304
B1 -2.403 -3.873 -1.772
Br1 -3.361 -5.156 -2.894
C4 -3.084 -2.483 -1.399
C5 -4.589 -2.526 -1.151
F1 -2.806 -1.594 -2.459
H1 1.478 -1.886 -1.097
H2 0.333 -2.034 -2.538
H3 -0.144 -3.005 0.297
H4 -0.473 -4.845 -2.107
H5 -1.150 -5.004 -0.476
H6 -2.600 -2.044 -0.526
H7 -4.922 -3.529 -0.898
H8 -4.839 -1.865 -0.323
H9 -5.124 -2.180 -2.030
C6 1.296 -2.314 3.703
O1 0.922 -1.683 2.492
C7 -0.071 -0.682 2.610
C8 0.442 0.688 3.069
C9 0.759 0.766 4.558
N1 1.619 1.121 2.311
H10 0.446 -2.412 4.384
H11 2.105 -1.775 4.202
H12 1.662 -3.309 3.453
H13 -0.481 -0.567 1.602
H14 -0.891 -1.034 3.252
H15 -0.361 1.406 2.873
H16 1.712 0.293 4.798
H17 0.829 1.808 4.866
H18 -0.020 0.289 5.156
H19 1.375 1.188 1.326
H20 2.308 0.375 2.343
C10 1.377 4.474 2.990
O2 0.306 4.400 3.918
C11 0.658 4.639 5.265
C12 0.778 6.120 5.651
C13 2.055 6.788 5.151
N2 -0.375 6.906 5.203
H21 2.309 4.100 3.421
H22 1.514 5.496 2.625
H23 1.117 3.844 2.142
H24 -0.154 4.203 5.855
H25 1.574 4.089 5.523
H26 0.798 6.156 6.745
H27 1.997 7.035 4.092
H28 2.223 7.721 5.689
H29 2.925 6.147 5.308
H30 -1.219 6.538 5.631
H31 -0.500 6.731 4.209
C14 -1.220 -1.665 -5.267
O3 0.142 -2.017 -5.091
C15 0.618 -3.050 -5.930
C16 1.007 -2.606 -7.346
C17 -0.185 -2.347 -8.263
N3 1.866 -1.418 -7.340
H32 -1.834 -2.535 -5.519
H33 -1.333 -0.898 -6.037
H34 -1.575 -1.251 -4.327
H35 1.518 -3.428 -5.437
H36 -0.102 -3.878 -5.959
H37 1.581 -3.428 -7.784
H38 -0.657 -1.387 -8.056
H39 0.141 -2.326 -9.302
H40 -0.940 -3.130 -8.162
H41 2.721 -1.625 -6.832
H42 1.406 -0.706 -6.780

Charges computed using natural (NBO), reported in e:
1 C -0.410
2 C -0.172
3 C -0.877
4 B 0.743
5 Br -0.129
6 C -0.154
7 C -0.643
8 F -0.371
9 H 0.199
10 H 0.214
11 H 0.206
12 H 0.264
13 H 0.268
14 H 0.185
15 H 0.221
16 H 0.213
17 H 0.237
18 C -0.248
19 O -0.552
20 C -0.074
21 C -0.085
22 C -0.615
23 N -0.830
24 H 0.168
25 H 0.167
26 H 0.190
27 H 0.185
28 H 0.162
29 H 0.196
30 H 0.200
31 H 0.224
32 H 0.203
33 H 0.354
34 H 0.356
35 C -0.246
36 O -0.556
37 C -0.075
38 C -0.081
39 C -0.614
40 N -0.824
41 H 0.176
42 H 0.160
43 H 0.196
44 H 0.181
45 H 0.164
46 H 0.187
47 H 0.204
48 H 0.219
49 H 0.203
50 H 0.351
51 H 0.355
52 C -0.256
53 O -0.556
54 C -0.072
55 C -0.081
56 C -0.614
57 N -0.824
58 H 0.170
59 H 0.164
60 H 0.207
61 H 0.182
62 H 0.164
63 H 0.187
64 H 0.203
65 H 0.219
66 H 0.203
67 H 0.351
68 H 0.355